Computed, not measured: a single C32H33FN2O4S2 molecule in a non-equilibrium geometry, with ωB97M-V with the def2-TZVPD basis set.

E_tot: -2545.634276 hartree
Multiplicity: 1
Charge: 0
LUMO: -0.09 eV
Structure (SMILES): CN(C)c1ccc(/C=C/[C@H](c2ccc(N(C)C)cc2)C(F)(S(=O)(=O)c2ccccc2)S(=O)(=O)c2ccccc2)cc1
Gap between HOMO and LUMO: 7.34 eV

Atoms and positions in Å:
1 C 3.187 5.671 2.958
2 N 3.898 4.504 3.455
3 C 4.434 4.729 4.791
4 C 3.671 3.203 2.975
5 C 4.636 2.604 2.126
6 C 4.514 1.253 1.783
7 C 3.442 0.462 2.294
8 C 3.499 -0.962 2.033
9 C 2.498 -1.886 2.234
10 C 2.535 -3.275 1.913
11 C 1.222 -4.009 2.008
12 C 0.923 -5.267 1.410
13 C -0.295 -5.870 1.481
14 C -1.394 -5.239 2.124
15 N -2.658 -5.875 2.272
16 C -2.886 -6.860 3.308
17 C -3.883 -5.366 1.684
18 C -1.189 -3.900 2.607
19 C 0.098 -3.356 2.582
20 C 3.781 -4.219 1.746
21 F 3.619 -5.443 0.962
22 S 3.797 -4.841 3.514
23 O 4.187 -3.687 4.265
24 O 2.508 -5.501 3.717
25 C 5.001 -6.169 3.773
26 C 6.209 -5.902 4.407
27 C 7.116 -6.939 4.673
28 C 6.787 -8.248 4.295
29 C 5.555 -8.521 3.737
30 C 4.641 -7.492 3.481
31 S 5.660 -3.921 1.412
32 O 6.081 -2.639 2.002
33 O 6.293 -5.177 1.714
34 C 5.766 -3.757 -0.374
35 C 5.976 -4.941 -1.101
36 C 5.895 -4.877 -2.492
37 C 5.685 -3.667 -3.125
38 C 5.584 -2.476 -2.395
39 C 5.675 -2.526 -1.004
40 C 2.443 1.112 3.057
41 C 2.567 2.441 3.411
42 H 2.856 5.477 1.927
43 H 2.312 5.900 3.603
44 H 3.872 6.543 2.982
45 H 5.024 3.870 5.138
46 H 5.086 5.621 4.799
47 H 3.634 4.921 5.531
48 H 5.458 3.202 1.737
49 H 5.257 0.786 1.143
50 H 4.400 -1.297 1.574
51 H 1.522 -1.412 2.474
52 H 3.067 -3.387 0.790
53 H 1.683 -5.732 0.810
54 H -0.422 -6.868 1.055
55 H -1.937 -7.303 3.616
56 H -3.335 -6.351 4.163
57 H -3.571 -7.620 2.919
58 H -3.707 -4.843 0.743
59 H -4.549 -6.206 1.501
60 H -4.380 -4.676 2.363
61 H -2.042 -3.352 3.015
62 H 0.163 -2.377 3.049
63 H 6.475 -4.882 4.665
64 H 8.053 -6.712 5.155
65 H 7.496 -9.044 4.484
66 H 5.272 -9.548 3.489
67 H 3.680 -7.698 3.029
68 H 6.178 -5.857 -0.574
69 H 5.981 -5.809 -3.046
70 H 5.638 -3.624 -4.196
71 H 5.439 -1.523 -2.876
72 H 5.645 -1.613 -0.402
73 H 1.567 0.520 3.394
74 H 1.801 2.931 4.038

Mulliken population analysis, charges in e, atoms 1 to 4: -0.953 0.227 -0.994 -0.192